Record 1
The following is a quantum chemistry calculation of an isolated molecule of C24H17ClN4O3 at a distorted geometry, from the OMol25 dataset.

Results
Orbital gap in eV: 7.4
HOMO level in Ha: -0.3077
Energy above the lowest of the compared OMol25 structures with the same formula, charge and spin in eV: 0.151

Last column: Löwdin charge in e.
Geometry (Å):
C  -1.5521  -4.1069  6.9141  -0.4579
N  1.4486  0.5235  -1.5784  -0.0483
H  0.8530  -2.8901  6.6537  0.1115
H  -2.7567  -3.7175  4.5277  0.1199
N  -0.6262  3.7365  -3.7816  0.1318
C  -1.7925  -3.2152  4.5759  -0.0021
H  1.6914  -1.4504  4.7646  0.1170
C  0.1755  -1.4577  1.1113  0.0743
C  2.0667  1.7387  -2.1446  -0.0819
H  -0.2970  -3.9949  -3.6275  0.1057
C  0.6694  -2.1355  -4.1697  -0.6544
C  0.1884  2.7489  -3.4395  -0.0789
H  -2.7761  5.1552  -4.6729  0.0834
C  -2.0024  5.9161  -4.6387  -0.1027
H  2.5464  1.5510  -3.0725  0.1138
O  -2.6985  -4.8336  6.7162  0.0918
C  1.0267  -0.5574  -2.3457  -0.1314
C  1.0756  2.8191  -2.3632  -0.2134
N  2.4271  0.6822  2.8934  0.1651
H  -2.9811  -5.1848  7.5764  0.1275
C  0.6777  -0.8668  -0.1293  -0.2295
H  1.5146  -0.2284  -4.4820  0.0966
O  -0.9789  -4.0695  7.9825  0.1013
H  0.1435  1.8663  -4.1408  0.1300
H  0.1467  5.8120  -1.2144  0.1239
C  0.1377  -3.0568  -3.2860  -0.1051
H  -0.4791  -2.2932  0.8573  0.1113
C  0.7431  -1.9959  4.7115  -0.0042
O  -1.3682  5.9303  -3.3959  -0.0759
H  -0.3139  -3.4465  -1.2135  0.1032
H  2.8394  2.0787  -1.4426  0.1339
C  1.5778  -0.0885  2.6388  -0.1837
C  0.5395  -1.4998  -1.4390  -0.1175
C  -0.6512  4.8202  -3.0267  -0.3239
C  0.1399  4.9124  -1.8568  0.0135
Cl  0.7097  -2.5669  -5.8810  0.6468
C  1.0536  3.9273  -1.5126  -0.0086
C  0.2579  -2.7756  5.7726  0.0225
C  0.5678  -1.1168  2.4371  -0.1395
C  -0.0261  -1.8655  3.5576  -0.1974
H  -1.9000  -2.3358  2.6537  0.0997
H  -1.2480  5.7202  -5.4190  0.0933
C  -1.0366  -3.3539  5.7448  -0.1290
C  -1.2959  -2.4607  3.5184  -0.0149
H  1.6667  4.0418  -0.6136  0.1281
C  0.1135  -2.7436  -1.9037  -0.0011
C  1.1014  -0.8958  -3.7418  -0.0298
N  1.1696  0.3298  -0.2438  0.1870
H  -2.4884  6.8938  -4.8305  0.0983

Record 2
The following is a quantum chemistry calculation of a cluster of 7 separate species, C21H46ClO19S5 in total at a distorted geometry, from the OMol25 dataset.

Results
Orbital gap in eV: 8.0
Net charge: -1
HOMO level in Ha: -0.2316
Energy above the lowest of the compared OMol25 structures with the same formula, charge and spin in eV: 3.704

Last column: Löwdin charge in e.
Geometry (Å):
H  13.3759  -4.6161  11.6264  0.0733
H  18.5893  -13.3816  8.9292  0.0687
S  19.1550  -13.9248  2.3727  0.7133
H  13.6219  -9.6335  -3.5685  0.0717
C  11.2740  -13.4084  -1.2750  -0.0559
Cl  13.5013  -9.6086  3.9783  0.5746
H  11.1778  -9.6503  8.9329  0.0771
O  19.5605  -12.9825  3.4394  -0.3163
O  16.0546  -13.3456  10.8055  -0.3258
H  10.9872  -13.3787  -0.2238  0.0787
O  11.7497  -6.7323  11.0213  -0.2755
O  9.7369  -7.2841  9.5217  -0.3213
O  19.4325  -13.0712  0.9372  -0.2819
S  5.6208  -5.2901  4.6888  0.6789
H  6.7229  -5.1439  6.6761  0.0724
H  12.9207  -3.6915  10.1422  0.0777
H  17.0680  -9.2217  12.8419  0.0777
C  11.7428  -9.0803  9.6705  -0.0916
H  11.8615  -11.3605  -1.3680  0.1241
H  6.6022  -3.5684  5.8461  0.0645
C  19.4793  -6.3822  4.8678  -0.0945
O  14.7228  -9.8703  4.7351  -0.4222
O  4.3118  -4.8708  5.1635  -0.2940
H  13.2217  -6.3910  9.7293  0.1131
H  18.1472  -11.3549  1.3265  0.1198
H  16.9179  -14.4356  3.1778  0.0736
H  18.2930  -8.1174  12.1610  0.0718
C  7.1220  -7.5803  4.7085  -0.2625
O  16.9924  -10.9717  11.0258  -0.3000
H  11.6363  -14.4351  -1.3274  0.0698
C  6.9101  -4.6091  5.7450  -0.1231
H  17.2362  -12.4093  8.3511  0.0734
O  12.6130  -10.7084  4.0813  -0.3776
O  14.4328  -13.0794  -3.5527  -0.3124
H  7.9423  -4.6587  5.3983  0.0789
H  19.0440  -7.2269  5.3810  0.0973
C  12.2782  -12.3100  -1.7040  -0.2862
H  18.5562  -11.4910  9.0466  0.0460
C  18.0423  -12.4515  9.0836  -0.0906
H  14.6171  -10.5831  -2.2737  0.0701
C  12.3611  -5.8446  10.1153  -0.3048
H  7.8496  -7.5958  5.5199  0.1136
O  12.1839  -11.9926  -3.0756  -0.2642
H  20.0014  -9.8613  0.9116  0.0775
H  20.3936  -5.9053  6.7179  0.0987
O  10.0575  -8.5001  11.7311  -0.3121
S  13.5791  -11.9472  -3.9288  0.6799
C  6.7647  -9.0044  4.2972  -0.0681
C  19.0773  -11.6893  0.8669  -0.3015
H  18.8650  -11.5661  -0.1952  0.1216
O  5.8490  -6.9290  5.1002  -0.2925
O  5.9663  -5.1000  3.2653  -0.3230
H  16.7280  -8.2703  11.4186  0.0742
H  6.5528  -9.6329  5.1622  0.0818
C  20.2764  -10.8717  1.2144  -0.0845
H  21.3852  -3.6048  3.1198  0.1051
O  12.9181  -8.4570  4.5295  -0.3695
H  6.0001  -8.8874  3.5293  0.0806
H  19.6229  -4.8209  1.9305  0.1053
C  19.8201  -4.9716  2.9816  -0.1366
C  17.3358  -13.9748  2.2827  -0.1128
H  18.5071  -6.6395  2.9140  0.1051
C  17.5104  -8.8377  11.9227  -0.0628
H  7.6825  -7.0717  3.9240  0.1129
C  20.9832  -4.6172  4.9761  -0.0990
H  16.9449  -12.9573  2.2934  0.0604
C  19.1801  -6.0580  3.5265  -0.0657
H  20.5969  -10.8024  2.2539  0.0757
O  13.9426  -9.4463  2.6062  -0.4052
O  19.6810  -15.2854  2.2308  -0.3024
C  14.3303  -10.4214  -3.3128  -0.1190
S  10.6371  -7.8928  10.5157  0.7055
S  17.3590  -12.5924  10.8034  0.7173
C  12.6639  -4.5161  10.8072  -0.0673
C  18.1319  -10.0380  11.1527  -0.2367
O  13.2662  -11.6961  -5.3701  -0.3266
H  16.9951  -14.4025  1.3398  0.0743
H  12.4538  -8.4640  9.1204  0.0582
H  7.5775  -9.4012  3.6890  0.0803
H  11.7598  -4.1475  11.2918  0.0779
H  21.1246  -11.2013  0.6145  0.0832
C  20.7550  -4.3030  3.6506  -0.1260
H  13.2391  -12.4804  -1.2186  0.1230
C  20.3771  -5.6897  5.6598  -0.0803
H  11.7526  -5.5573  9.2578  0.1160
H  10.4121  -13.3164  -1.9358  0.0761
H  12.2402  -9.7080  10.4099  0.0733
H  15.1960  -10.0941  -3.8886  0.0707
O  18.4736  -13.0151  11.6658  -0.3266
H  19.0092  -10.4913  11.6140  0.1130
H  18.4037  -9.7318  10.1425  0.1005
H  21.6134  -3.9442  5.5386  0.0908

Record 3
The following is a quantum chemistry calculation of a cluster of 8 separate species, C24H64O8 in total at a distorted geometry, from the OMol25 dataset.

Results
Orbital gap in eV: 10.4
HOMO level in Ha: -0.3653
Energy above the lowest of the compared OMol25 structures with the same formula, charge and spin in eV: 3.073

Last column: Löwdin charge in e.
Geometry (Å):
C  1.8032  -5.7417  1.2389  -0.0631
H  -4.0892  6.6262  1.3668  0.0726
C  2.0707  3.9530  0.8380  -0.0529
H  6.2822  1.2873  -3.6317  0.0772
H  0.7748  -5.5988  1.5706  0.0709
H  2.0621  -4.9170  0.5749  0.0818
H  2.5496  1.9874  2.9290  0.0711
H  3.8517  2.9464  3.6442  0.0673
H  -0.1168  2.8887  -3.0632  0.0629
H  1.3884  4.6807  1.2774  0.0783
H  -4.5861  4.9258  1.4129  0.0770
H  -2.6183  -5.8461  3.5490  0.0819
H  1.2266  1.4271  -0.5773  0.0639
H  -0.3342  1.3710  0.3581  0.0700
H  -1.6307  6.1426  1.6829  0.1393
H  2.9394  2.9177  -3.0653  0.0702
H  2.2109  3.5194  3.6543  0.0713
O  5.1481  3.7618  -1.5717  -0.0416
H  2.2706  -0.2047  0.8177  0.0837
C  -1.8957  3.9642  1.9420  -0.0643
H  -3.4880  -2.7730  -3.8747  0.0865
H  -1.2834  -3.6555  4.7109  0.1289
H  4.8081  3.2581  -0.8286  0.0344
H  -3.8641  -3.9532  5.4926  0.0683
H  2.4306  -5.6079  2.1201  0.0950
H  -3.8510  2.8912  -3.4115  0.0738
O  1.4048  -0.4689  1.1374  -0.0612
H  -5.3806  -4.1095  -1.4926  0.0900
H  -0.3658  -1.0011  0.4966  0.1217
C  -1.8843  -3.6333  2.6291  -0.0549
H  6.2178  1.3320  -1.8876  0.0760
H  -1.8038  -2.5479  2.5685  0.0760
H  -1.5082  3.5351  1.0180  0.0563
C  -2.8611  3.1052  -3.0085  -0.0610
O  -2.5855  5.7304  3.2969  -0.0578
C  1.1576  -1.5382  -0.9685  -0.0373
H  -2.9522  3.8123  -2.1840  0.0748
H  -2.6540  2.9429  -5.7198  0.0895
H  -2.2668  4.6781  -4.4015  0.1358
H  2.2528  4.1516  -0.2182  0.0848
C  -1.9722  3.6783  -4.0825  -0.5041
H  -3.0883  5.0498  3.7503  0.0930
H  4.9271  2.6959  1.2743  0.1017
H  7.2804  2.4176  -2.7990  0.0768
H  0.1742  4.1706  -4.1812  0.0759
C  -2.8176  -2.2630  -1.0624  -0.0494
C  0.5309  -0.5605  0.0608  -0.4817
H  -2.6613  3.2219  2.1680  0.0791
O  -2.0539  -5.4417  4.2119  -0.0636
H  -3.1317  -1.7910  -0.1315  0.0802
C  -3.7046  -3.4723  -3.0672  -0.0674
H  1.5325  -9.2421  0.7633  0.0766
C  -2.1247  -4.0141  4.1178  -0.4561
H  1.4844  -2.4998  -0.5726  0.0624
H  -0.9981  -4.1844  2.3145  0.0602
H  -4.2196  -3.4195  3.8778  0.0687
C  -3.4576  -3.3844  4.6563  -0.0506
H  -2.8885  -4.1943  -3.0385  0.0880
H  -2.5173  2.1064  -2.7398  0.0775
C  0.2952  0.8920  -0.3919  -0.0381
H  5.3131  3.6047  -3.5476  0.1313
H  3.6841  -6.4199  0.6170  0.0753
H  -2.0941  -3.0650  -0.9154  0.0884
H  -2.3626  -1.4481  -1.6255  0.0763
H  -0.2578  0.8618  -1.3307  0.0645
C  3.3075  3.6824  1.6540  -0.4400
C  2.9451  2.9969  3.0411  -0.0366
C  -3.7534  5.6005  1.2142  -0.0465
H  -3.3209  -2.3897  5.0805  0.0709
H  3.9042  4.5724  1.8535  0.1374
H  -4.7661  -2.0474  -2.0189  0.1374
H  0.4693  -1.7581  -1.7846  0.0691
H  -4.5694  -4.0920  -3.3043  0.0782
C  1.9241  -7.0570  0.5829  -0.5223
H  -2.7770  -3.9326  2.0800  0.0728
C  5.1459  2.9483  -2.6936  -0.5088
O  -1.8463  2.8486  -5.2097  -0.0373
H  -0.5278  4.4782  -2.6228  0.0751
H  2.1198  -1.1971  -1.3506  0.0734
O  3.2346  -7.0953  0.1037  -0.0489
C  -4.0223  -2.8079  -1.7811  -0.5663
O  4.0350  2.7125  0.9201  -0.0768
C  3.7495  2.2508  -2.7704  -0.0373
C  6.2910  1.9610  -2.7748  -0.0642
H  1.3790  3.1138  0.9109  0.0520
C  -2.3938  5.4181  1.9671  -0.4826
H  3.5970  1.8020  -1.7889  0.0601
H  0.8172  -8.2191  1.9504  0.0724
C  1.7216  -8.3467  1.3555  -0.0535
O  -4.6231  -3.7700  -1.0104  -0.0373
H  2.4901  -8.6600  2.0621  0.0798
H  -3.5159  5.5413  0.1521  0.0600
C  -0.5632  3.7953  -3.4717  -0.0649
H  1.2224  -7.1279  -0.2482  0.1369
H  3.6916  1.4272  -3.4820  0.0723
H  -1.0683  3.8130  2.6352  0.0739

Record 4
The following is a quantum chemistry calculation of a structure of composition C26H33EuO4 at a distorted geometry, from the OMol25 dataset.

Results
2S+1: 8
Orbital gap (alpha / beta) in eV: 4.9 / 5.8
Net charge: -1
HOMO level (alpha / beta) in Ha: -0.1047 / -0.1360
Energy above the lowest of the compared OMol25 structures with the same formula, charge and spin in eV: 0.054

Last column: Löwdin spin population.
Geometry (Å):
C  -4.0164  -4.7620  4.2558  0.0000
O  0.1265  -3.0336  2.5997  -0.0066
H  2.9986  -3.5994  1.0444  0.0003
O  -0.0790  3.8287  -2.5994  0.0000
H  3.4184  -1.5309  -0.6704  0.0004
C  -3.3536  -5.7340  5.0194  0.0004
H  -2.1105  4.1683  -3.1966  0.0000
Eu  0.4122  -1.0798  1.1042  7.0296
C  1.4889  -2.1978  -1.6278  -0.0028
H  2.6906  4.4612  -3.1191  0.0000
C  -1.9324  0.6750  -1.0942  0.0012
H  3.1422  1.0264  1.1456  0.0006
H  0.8569  1.9669  2.2616  0.0007
H  0.1631  -0.1465  -2.6837  0.0002
C  2.3287  -3.2977  0.2318  -0.0022
C  0.4223  1.1785  -0.9979  0.0018
H  1.8396  3.7527  -4.5243  0.0000
C  0.5853  -3.2577  -1.2920  -0.0010
H  0.5756  2.2575  -0.8202  0.0001
H  0.1560  0.2697  4.2593  0.0008
C  0.5925  4.9563  -3.2284  0.0000
C  1.9198  -0.9458  3.5756  -0.0037
C  -1.1516  -2.9414  2.5699  0.0017
O  -0.7362  0.7580  -0.1962  -0.0030
H  -2.2387  -0.3775  -1.2420  0.0004
H  2.1991  5.5028  -4.4752  0.0000
H  -1.0637  6.0932  -4.1793  0.0000
H  1.4277  -1.5728  -2.5226  0.0002
H  -1.1586  3.0845  -4.2746  0.0000
H  0.6585  -4.8096  0.3401  0.0000
C  -1.1220  3.9677  -3.6277  0.0000
H  -0.1255  -4.9239  4.1275  0.0000
H  -0.1924  4.9925  -5.3435  0.0000
H  -0.3013  -3.5496  -1.8675  0.0003
C  -0.4931  5.1698  -4.3064  0.0000
H  -5.1019  -4.6772  4.3096  0.0000
C  -3.2873  -3.8745  3.4599  0.0003
H  -0.2307  6.3272  -1.7965  0.0000
C  2.8810  -0.7091  2.5523  -0.0030
H  0.9996  7.0143  -2.9202  0.0000
C  1.0996  -3.9268  -0.1346  -0.0021
H  -3.8027  -3.1180  2.8718  0.0000
C  1.9151  4.6277  -3.8723  0.0000
C  0.7155  6.1443  -2.3117  0.0000
C  -1.4456  1.2975  -2.3931  0.0002
H  -2.7334  1.2578  -0.6089  0.0000
H  1.9264  -1.7844  4.2689  0.0000
C  0.0403  0.9273  -2.4537  0.0005
H  -1.4099  -6.5195  5.5828  0.0000
C  2.5536  0.5245  1.9128  -0.0033
H  -3.9150  -6.4357  5.6477  0.0000
C  2.5544  -2.2051  -0.6708  -0.0031
C  0.9848  0.1323  3.5673  -0.0020
O  -1.7521  -2.0525  1.8654  -0.0059
H  1.3613  0.6645  -0.7015  0.0010
H  3.7512  -1.3273  2.3300  0.0002
C  -1.8955  -3.9439  3.3951  -0.0001
C  -1.9481  -5.7942  4.9698  0.0000
C  -1.2182  -4.9024  4.1725  0.0003
H  0.6561  1.5138  -3.1572  0.0000
H  1.4795  5.9589  -1.5536  0.0000
H  -2.0271  1.1148  -3.3017  0.0000
H  -1.4442  2.3767  -2.1997  0.0000
C  1.3655  1.0393  2.5237  -0.0026

Copy entry 1 word for word.
The following is a quantum chemistry calculation of an isolated molecule of C24H17ClN4O3 at a distorted geometry, from the OMol25 dataset.

Results
Orbital gap in eV: 7.4
HOMO level in Ha: -0.3077
Energy above the lowest of the compared OMol25 structures with the same formula, charge and spin in eV: 0.151

Last column: Löwdin charge in e.
Geometry (Å):
C  -1.5521  -4.1069  6.9141  -0.4579
N  1.4486  0.5235  -1.5784  -0.0483
H  0.8530  -2.8901  6.6537  0.1115
H  -2.7567  -3.7175  4.5277  0.1199
N  -0.6262  3.7365  -3.7816  0.1318
C  -1.7925  -3.2152  4.5759  -0.0021
H  1.6914  -1.4504  4.7646  0.1170
C  0.1755  -1.4577  1.1113  0.0743
C  2.0667  1.7387  -2.1446  -0.0819
H  -0.2970  -3.9949  -3.6275  0.1057
C  0.6694  -2.1355  -4.1697  -0.6544
C  0.1884  2.7489  -3.4395  -0.0789
H  -2.7761  5.1552  -4.6729  0.0834
C  -2.0024  5.9161  -4.6387  -0.1027
H  2.5464  1.5510  -3.0725  0.1138
O  -2.6985  -4.8336  6.7162  0.0918
C  1.0267  -0.5574  -2.3457  -0.1314
C  1.0756  2.8191  -2.3632  -0.2134
N  2.4271  0.6822  2.8934  0.1651
H  -2.9811  -5.1848  7.5764  0.1275
C  0.6777  -0.8668  -0.1293  -0.2295
H  1.5146  -0.2284  -4.4820  0.0966
O  -0.9789  -4.0695  7.9825  0.1013
H  0.1435  1.8663  -4.1408  0.1300
H  0.1467  5.8120  -1.2144  0.1239
C  0.1377  -3.0568  -3.2860  -0.1051
H  -0.4791  -2.2932  0.8573  0.1113
C  0.7431  -1.9959  4.7115  -0.0042
O  -1.3682  5.9303  -3.3959  -0.0759
H  -0.3139  -3.4465  -1.2135  0.1032
H  2.8394  2.0787  -1.4426  0.1339
C  1.5778  -0.0885  2.6388  -0.1837
C  0.5395  -1.4998  -1.4390  -0.1175
C  -0.6512  4.8202  -3.0267  -0.3239
C  0.1399  4.9124  -1.8568  0.0135
Cl  0.7097  -2.5669  -5.8810  0.6468
C  1.0536  3.9273  -1.5126  -0.0086
C  0.2579  -2.7756  5.7726  0.0225
C  0.5678  -1.1168  2.4371  -0.1395
C  -0.0261  -1.8655  3.5576  -0.1974
H  -1.9000  -2.3358  2.6537  0.0997
H  -1.2480  5.7202  -5.4190  0.0933
C  -1.0366  -3.3539  5.7448  -0.1290
C  -1.2959  -2.4607  3.5184  -0.0149
H  1.6667  4.0418  -0.6136  0.1281
C  0.1135  -2.7436  -1.9037  -0.0011
C  1.1014  -0.8958  -3.7418  -0.0298
N  1.1696  0.3298  -0.2438  0.1870
H  -2.4884  6.8938  -4.8305  0.0983

> Among the records above, which one has the highest energy above the lowest of the compared OMol25 structures with the same formula, charge and spin?

C21H46ClO19S5

> Among the records above, which one has the highest energy above the lowest of the compared OMol25 structures with the same formula, charge and spin?

C21H46ClO19S5

> Among the records above, which one has the highest energy above the lowest of the compared OMol25 structures with the same formula, charge and spin?

C21H46ClO19S5